[1]
ORCA calculation (wB97M-V/def2-TZVPD) on 6 unconnected molecules or ions with the total composition C18H45O15P3.

The geometry in XYZ format:
```
81
Properties=species:S:1:pos:R:3:mulliken_charge:R:1
C 0.2101 -3.3781 0.8779 -0.28
O -0.1749 -4.6651 1.5109 -0.34
P -1.3269 -4.7591 2.6299 0.83
O -2.2159 -3.6311 2.2679 -0.62
O -2.1449 -6.0741 2.4989 -0.29
C -2.0339 -6.7401 1.2849 -0.68
O -0.6419 -4.3441 4.1129 -0.48
C -0.2799 -3.0031 4.4399 -0.77
H -0.2939 -3.2971 -0.0131 0.39
H 1.3081 -3.4871 0.7069 0.23
H -0.1029 -2.6771 1.4359 -0.03
H -2.3739 -7.7311 1.4169 0.29
H -1.1259 -6.8911 0.8039 0.33
H -2.5459 -6.0121 0.5029 0.26
H -0.0939 -3.0361 5.4279 0.53
H -1.0009 -2.1571 4.3309 0.31
H 0.7001 -2.8921 3.9509 0.29
C 0.1531 0.9059 8.4669 -0.64
O -0.5289 0.1509 7.4019 -0.27
P -1.4469 0.9309 6.3419 0.60
O -1.1509 2.3659 6.0819 -0.67
O -1.0029 0.2619 5.0179 0.22
C 0.1481 0.6329 4.3179 -0.57
O -3.0869 0.8219 6.2689 -0.36
C -3.8369 1.5969 5.4689 -0.64
H -0.7319 1.4819 8.8939 0.34
H 0.9461 1.3279 7.9439 0.28
H 0.4401 -0.0551 9.1609 0.20
H 0.6171 -0.1851 3.8489 0.29
H 1.0291 0.9169 5.0689 0.21
H -0.0749 1.4489 3.5079 0.17
H -3.6489 1.6249 4.4129 0.23
H -4.2299 2.5999 5.8899 0.24
H -4.7019 1.0629 5.5469 0.39
C 2.3931 1.1999 -1.5691 -1.25
O 3.0591 0.9829 -2.8031 -0.01
P 4.3981 0.1819 -2.9631 0.76
O 4.9691 -0.3611 -1.7361 -0.71
O 4.0701 -0.9761 -3.8691 -0.26
C 2.8581 -1.7971 -3.7441 -0.76
O 5.4711 1.0109 -3.7501 -0.37
C 6.9091 0.8029 -3.6281 -0.68
H 3.1201 1.4639 -0.7731 0.35
H 2.0041 0.5019 -1.0101 0.48
H 1.6891 1.9109 -1.7321 0.61
H 2.6371 -1.7611 -2.7911 0.42
H 2.9611 -2.7631 -4.0711 0.43
H 1.8681 -1.4391 -4.0791 0.16
H 7.1461 -0.1911 -4.1161 0.26
H 7.3081 0.7149 -2.6751 0.35
H 7.5311 1.6439 -4.0781 0.24
C -2.1319 0.3049 1.1869 -1.33
C -0.9219 0.1019 0.2879 0.92
C -1.0319 -0.4701 -1.1641 -0.66
O 0.1491 0.5179 0.6759 -0.51
H -2.6529 -0.6511 1.2819 0.32
H -2.9259 0.8609 0.6829 0.40
H -1.8929 0.7869 1.9959 0.26
H -1.4419 -1.5181 -1.2191 0.34
H 0.0911 -0.7441 -1.5561 -0.10
H -1.5409 0.0679 -1.8641 0.34
C -0.8459 2.0039 -7.4091 -1.19
C -1.0699 1.2059 -6.0901 0.63
C 0.1671 0.7829 -5.2801 -0.76
O -2.2369 1.0219 -5.6521 -0.57
H -0.3809 1.3469 -8.0101 0.48
H -0.3819 3.0059 -7.2981 0.30
H -1.9479 2.1619 -7.8351 0.26
H -0.0699 0.1929 -4.2691 -0.02
H 0.8451 1.6069 -5.1481 0.42
H 0.6541 0.1269 -5.9381 0.45
C -2.6309 3.5119 -3.1591 -0.92
C -1.4409 4.2249 -2.3741 0.81
C -0.5279 5.1199 -3.1491 -1.05
O -1.2199 3.9559 -1.1971 -0.58
H -2.4919 2.5729 -2.9391 0.12
H -2.5639 3.6519 -4.2061 0.34
H -3.5649 4.0399 -2.8801 0.35
H -0.5289 4.7909 -4.1571 0.30
H 0.5021 5.1709 -2.6561 0.28
H -1.1139 6.0119 -3.0971 0.36
```

The calculation puts the HOMO energy at -9.6 eV. The value obtained for the orbital gap is 10.0 eV. The value obtained for the lowest unoccupied orbital energy is 0.405 eV. The SMILES is COP(=O)(OC)OC.COP(=O)(OC)OC.COP(=O)(OC)OC.CC(C)=O.CC(C)=O.CC(C)=O. The molar mass comes out at 594.47 g mol⁻¹.

***

[2]
ORCA calculation (wB97M-V/def2-TZVPD) on a molecular structure, C3H2O2Tl.

The geometry in XYZ format:
```
8
Properties=species:S:1:pos:R:3:mulliken_charge:R:1
O -1.1296 0.0382 0.7430 -0.65
C -0.2777 0.8900 1.1793 0.18
C 1.0143 1.0456 0.7703 -0.37
O 1.5901 0.2256 -0.2381 -0.23
C 1.0227 -0.7041 -0.8680 -0.09
Tl -1.4525 -0.9016 -1.1478 0.50
H -0.4628 1.3736 2.1601 0.28
H 1.7815 1.5971 1.3040 0.37
```

The calculation puts the HOMO energy (spin up / spin down) at -7.5 / -8.5 eV. The value obtained for the orbital gap (spin up / spin down) is 7.1 / 8.2 eV. The value obtained for the lowest unoccupied orbital energy (spin up / spin down) is -0.378 / -0.297 eV. The spin multiplicity is 2. The molar mass comes out at 274.43 g mol⁻¹.

***

[3]
ORCA calculation (wB97M-V/def2-TZVPD) on a molecular structure, C82H128N12O13.

The geometry in XYZ format:
```
235
Properties=species:S:1:pos:R:3:mulliken_charge:R:1
C 4.4463 2.7387 3.4811 -1.68
C 4.9393 3.1367 1.9711 0.23
C 5.3718 1.8449 1.2062 -0.28
N 5.9417 2.0123 -0.2644 0.14
C 6.3087 0.5406 -0.6634 -0.07
C 6.5676 0.3752 -2.1839 -1.15
C 5.4095 0.9536 -3.0078 0.18
C 5.1012 2.3996 -2.6352 -0.67
C 4.8725 2.5672 -1.1389 -0.30
C 7.2532 2.8556 -0.2439 -0.85
H 4.1534 3.6025 4.0779 0.49
H 5.2466 2.4264 4.1519 0.49
H 3.6709 1.9772 3.5652 0.32
H 5.6169 3.9879 1.9051 0.47
H 4.0567 3.5287 1.4657 -0.37
H 4.6918 0.9977 1.2954 -0.28
H 6.2611 1.5093 1.7398 0.61
H 5.4640 -0.0851 -0.3753 -0.07
H 7.1544 0.1485 -0.0983 0.57
H 6.6903 -0.6945 -2.3537 0.49
H 7.5044 0.8325 -2.5025 0.38
H 4.5363 0.3116 -2.8915 -0.34
H 5.7192 0.8086 -4.0428 0.48
H 4.2123 2.6982 -3.1910 -0.04
H 5.8341 3.1418 -2.9514 0.55
H 3.9755 2.0406 -0.8130 -0.18
H 4.7146 3.6089 -0.8595 0.56
H 7.4634 3.0075 -1.3026 0.45
H 8.0514 2.3945 0.3378 0.27
H 6.8966 3.7987 0.1703 0.38
C -0.3104 9.3850 4.7380 -1.40
C 0.3110 9.1852 3.4136 -0.63
C -0.0512 7.7971 2.7292 -0.56
N 0.7729 7.1525 1.5709 0.88
C 0.7116 7.8872 0.2348 -1.13
C 1.7568 7.4103 -0.7877 -0.03
C 3.1342 7.3866 -0.3140 -0.95
C 3.2505 6.4830 0.9316 1.11
C 2.2547 6.8438 2.1142 -0.98
C 0.2971 5.7525 1.2157 -1.21
H -0.1150 10.3435 5.2190 0.41
H 0.1037 8.5919 5.3606 0.32
H -1.3907 9.2923 4.6268 0.32
H 1.3301 9.5218 3.2229 0.51
H -0.1155 9.9507 2.7654 0.41
H -1.0694 7.7552 2.3423 0.59
H 0.0143 6.9580 3.4218 0.16
H 0.7646 8.9441 0.4961 0.42
H -0.2825 7.7982 -0.2035 0.48
H 1.5922 8.0088 -1.6838 0.42
H 1.2016 6.5812 -1.2263 -0.15
H 3.3581 8.4084 -0.0077 0.33
H 3.8285 7.0620 -1.0891 0.47
H 4.2847 6.5544 1.2684 0.59
H 3.0164 5.4471 0.6866 -1.16
H 2.6556 7.7713 2.5228 0.46
H 2.1288 6.1202 2.9196 0.50
H 1.0069 5.1344 0.6659 0.15
H -0.6888 5.7284 0.7515 0.63
H 0.1578 5.0830 2.0645 -0.04
C -7.1990 -5.9154 1.7601 -1.32
C -6.1047 -4.8088 1.5684 -0.06
C -6.5639 -3.5948 0.7285 -0.71
N -5.5844 -2.3673 0.6047 0.39
C -6.2609 -1.3907 -0.3705 -1.10
C -5.7688 0.0457 -0.3487 1.10
C -5.5496 0.5982 1.0394 -1.27
C -4.6408 -0.3137 1.9733 0.04
C -5.3462 -1.7230 2.0165 -0.97
C -4.2523 -2.8101 0.0297 -0.64
H -6.7292 -6.8832 1.9356 0.33
H -7.8026 -6.1513 0.8837 0.38
H -7.8065 -5.7439 2.6487 0.40
H -5.2565 -5.1324 0.9651 0.09
H -5.7700 -4.4533 2.5430 0.28
H -7.4222 -3.0920 1.1743 0.40
H -6.8005 -3.8304 -0.3091 0.50
H -7.2815 -1.3019 0.0018 0.46
H -6.1632 -1.7970 -1.3772 0.37
H -6.6006 0.5961 -0.7884 0.50
H -4.8725 0.2274 -0.9418 -0.68
H -6.4616 0.8662 1.5727 0.46
H -5.1061 1.5935 1.0105 0.42
H -4.4993 -0.0299 3.0161 0.51
H -3.6389 -0.5530 1.6168 -0.29
H -6.3129 -1.6679 2.5170 0.42
H -4.7704 -2.4499 2.5895 0.53
H -3.7651 -3.4240 0.7872 0.37
H -3.6553 -1.9030 -0.0654 -0.24
H -4.4588 -3.3569 -0.8903 0.45
C -0.4063 -1.2628 0.9566 -0.13
C -0.5887 0.2916 0.6058 0.28
O -1.5969 0.7152 0.0151 -0.15
N 0.6566 1.2649 0.8823 1.57
H 0.6847 1.8374 1.7139 0.49
H 1.4738 0.6895 1.0273 -0.78
C 0.8361 2.3302 -0.2202 0.34
H -1.3704 -1.7692 1.0046 -0.10
H 0.1449 -1.4341 1.8813 0.49
H 0.1039 -1.7012 0.0990 -0.24
H -0.0541 2.8376 -0.5919 0.31
H 1.1980 1.7501 -1.0690 0.04
H 1.5659 3.0116 0.2172 -0.34
C 2.4698 -3.9993 14.5847 -0.82
N 2.3206 -3.3949 13.2503 -0.04
C 3.0378 -3.7831 12.2360 -0.12
C 2.8829 -3.2141 10.9891 -0.74
C 1.9624 -2.1869 10.7997 0.73
C 1.2405 -1.7454 11.8900 -0.65
C 1.4087 -2.4482 13.1250 -0.34
C 1.6474 -1.7264 9.3795 0.74
C 1.4358 -2.6343 8.3412 -0.77
C 1.2935 -2.1839 6.9897 0.05
N 1.2059 -0.8763 6.7134 0.14
C 1.3563 0.0288 7.7354 -0.43
C 1.4843 -0.3709 9.1067 -0.69
C 0.9410 -0.4631 5.3426 -0.56
H 2.6491 -3.1975 15.3010 0.36
H 3.1812 -4.8245 14.5514 0.27
H 1.4854 -4.4056 14.8169 0.41
H 3.6581 -4.6609 12.3411 0.37
H 3.4616 -3.6219 10.1735 0.49
H 0.4534 -1.0082 11.8310 0.47
H 0.8997 -2.1561 14.0317 0.50
H 1.4276 -3.7132 8.3885 0.45
H 1.2494 -2.9119 6.1932 0.42
H 1.2769 1.0553 7.4092 0.65
H 1.5789 0.3766 9.8804 0.52
H -0.1226 -0.2302 5.3941 0.40
H 1.1584 -1.3127 4.6952 0.09
H 1.5238 0.4131 5.0582 0.09
C 2.7293 -4.6216 -12.5812 -0.97
N 2.7404 -3.6053 -11.5699 0.05
C 3.8870 -3.2857 -10.9592 -0.26
C 3.9024 -2.4133 -9.8705 -0.58
C 2.6144 -2.0925 -9.2912 0.51
C 1.4266 -2.5211 -9.9251 -0.77
C 1.4956 -3.3180 -11.0833 -0.15
C 2.5250 -1.2957 -7.9590 1.02
C 3.1304 -0.0446 -7.8556 -0.93
C 2.8957 0.7431 -6.7072 -0.17
N 2.1689 0.2519 -5.6744 0.34
C 1.6844 -1.0226 -5.6531 -0.45
C 1.8061 -1.7439 -6.8574 -0.98
C 1.7205 1.1686 -4.5260 -0.50
H 2.7805 -5.5774 -12.0597 0.42
H 3.5703 -4.4696 -13.2578 0.35
H 1.8541 -4.7359 -13.2208 0.34
H 4.8050 -3.7660 -11.2638 0.45
H 4.8794 -2.1699 -9.4799 0.45
H 0.4682 -2.3605 -9.4539 0.46
H 0.6269 -3.6362 -11.6406 0.40
H 3.6602 0.4877 -8.6317 0.52
H 3.0824 1.7950 -6.5491 0.61
H 0.9734 -1.2809 -4.8823 0.70
H 1.3426 -2.7173 -6.7937 0.51
H 1.8144 0.7004 -3.5462 -0.15
H 0.6987 1.4568 -4.7730 0.49
H 2.4189 1.9923 -4.3783 0.03
C -2.8816 -10.0983 2.2748 -0.79
N -2.2582 -8.9837 1.4673 -0.01
C -2.6880 -7.7308 1.5580 -0.31
C -2.0875 -6.6442 0.8784 -0.52
C -0.9790 -6.8409 0.0894 -0.26
C -0.5876 -8.1722 -0.0297 -0.48
C -1.2272 -9.2542 0.6400 -0.43
C -0.2017 -5.6831 -0.3925 0.81
C -0.3425 -5.1809 -1.6750 -0.44
C 0.4620 -4.1031 -2.1248 -0.54
N 1.4076 -3.6125 -1.2731 0.27
C 1.4070 -4.0044 0.0286 -0.63
C 0.6524 -5.0562 0.4953 -0.47
C 2.3520 -2.5309 -1.7999 -0.94
H -2.3351 -11.0410 2.2459 0.34
H -3.8524 -10.2176 1.7937 0.38
H -2.9918 -9.6475 3.2610 0.33
H -3.4632 -7.5724 2.2930 0.46
H -2.3129 -5.6028 1.0548 0.53
H 0.3177 -8.3637 -0.5865 0.54
H -0.9183 -10.2740 0.4642 0.46
H -1.0207 -5.6155 -2.3944 0.63
H 0.3287 -3.6448 -3.0936 0.59
H 2.0959 -3.4728 0.6683 0.66
H 0.8008 -5.3959 1.5097 0.63
H 1.8016 -1.5932 -1.8769 0.23
H 2.8241 -2.8001 -2.7447 0.42
H 3.1282 -2.3075 -1.0680 0.28
C -7.5693 -1.4836 -8.1363 -0.87
N -6.9951 -0.6595 -7.0955 -0.01
C -7.6864 -0.2645 -6.0382 -0.30
C -7.0687 0.4403 -5.0254 -0.83
C -5.6822 0.7563 -5.0757 0.75
C -4.9746 0.3105 -6.1938 -0.35
C -5.6465 -0.3742 -7.2588 -0.63
C -5.0684 1.4815 -3.9687 1.39
C -5.7468 2.4119 -3.1772 -0.78
C -5.1752 3.0785 -2.1597 -0.94
N -3.8649 2.8814 -1.8983 0.37
C -3.1741 1.9570 -2.6073 -0.74
C -3.7268 1.3351 -3.6688 -0.20
C -3.1761 3.7204 -0.8518 -0.97
H -7.4682 -0.9330 -9.0715 0.37
H -8.6351 -1.6642 -7.9968 0.34
H -6.9393 -2.3723 -8.1741 0.35
H -8.7429 -0.4844 -5.9968 0.41
H -7.6000 0.8208 -4.1655 0.43
H -3.9327 0.5769 -6.2932 0.58
H -5.1577 -0.7011 -8.1647 0.50
H -6.7934 2.5620 -3.3975 0.72
H -5.6019 3.8608 -1.5495 0.52
H -2.1369 1.8303 -2.3340 0.65
H -3.1326 0.6334 -4.2354 0.02
H -2.6701 3.0624 -0.1453 0.21
H -3.9037 4.2741 -0.2585 0.44
H -2.4884 4.4213 -1.3250 0.43
O -2.2000 -1.5525 -2.0181 -0.02
C -1.4613 -1.3445 -3.0479 0.25
O -0.3280 -0.8929 -2.8399 0.21
O -1.8274 -1.7118 -4.1635 -0.86
H -1.6959 -0.9497 -1.4667 -0.41
O -0.2945 4.3838 4.5060 -0.49
C 0.4369 3.2911 4.4838 0.43
O 0.4569 2.6252 3.3914 -0.64
O 0.9538 2.9726 5.5403 -0.74
H 0.0996 4.3227 5.3792 0.25
O 1.6619 3.9937 -2.5197 0.04
C 0.5653 4.5185 -3.1099 0.39
O 0.6089 5.6687 -3.6684 -0.71
O -0.5231 3.8957 -3.0522 -0.60
H 2.1806 4.7819 -2.6969 0.13
O 2.9265 -0.8752 3.1596 -0.14
C 3.1760 -1.1842 1.9757 0.28
O 3.8206 -2.2537 1.8853 -0.89
O 2.8637 -0.4130 1.0079 -0.69
H 3.4004 -1.6297 3.5171 0.29
```

The calculation puts the HOMO energy at -19.2 eV. As for the total charge: +8. The value obtained for the orbital gap is 4.8 eV. The value obtained for the lowest unoccupied orbital energy is -14.402 eV. The molar mass comes out at 1490.00 g mol⁻¹.

***

ΔE to the lowest compared entry with this formula, charge and spin (eV)
0.000, 0.296, 0.000
Energy (eV)
-77971.451, -11926.917, -131518.827